Below is a cluster of 12 separate species, C48H65N7O15 in total in a non-equilibrium geometry, with properties calculated with ωB97M-V/def2-TZVPD.

Each atom is followed by the atoms it is bonded to, with distances in Å.
Element x y z (Å)
1 O 16.052 -1.396 -16.735  C55 1.436, C64 1.351
2 O 16.191 -6.480 -17.465  C30 1.449, C37 1.346
3 O 20.501 -6.304 -19.018  C27 1.343, C66 1.428
4 O 15.503 -12.772 -21.152  C32 1.174
5 O 16.355 0.588 -15.748  C64 1.175
6 O 17.372 0.111 -17.679  C47 1.448, C64 1.343
7 O 16.387 -13.008 -17.347  C34 1.438, C60 1.341
8 O 17.397 -11.910 -20.320  C32 1.353, C39 1.447
9 O 15.924 -10.608 -21.345  C28 1.470, C32 1.333
10 O 17.274 -4.911 -18.614  C37 1.176
11 O 18.282 -6.019 -16.976  C37 1.322, C61 1.473
12 O 18.081 -13.620 -16.053  C42 1.412, C60 1.338
13 O 21.424 -7.680 -20.506  C27 1.333, C53 1.416
14 O 17.815 -11.483 -16.612  C60 1.172
15 O 19.261 -7.166 -20.629  C27 1.176
16 N 20.785 -5.716 -10.426  C44 1.382, C51 1.378, H111 1.004
17 N 18.477 -5.223 -22.584  C23 1.368, C29 1.367, H82 1.010
18 N 14.265 -3.694 -12.381  C33 1.359, C65 1.368, H90 1.002
19 N 12.709 -5.520 -19.948  C35 1.366, C46 1.374, H103 0.997
20 N 20.261 -2.980 -15.048  C40 1.372, C56 1.365, H107 0.998
21 N 12.571 -9.775 -15.495  C38 1.373, C41 1.357, H113 0.997
22 N 21.414 -9.102 -10.136  C26 1.360, C68 1.362, H94 1.001
23 C 18.729 -5.092 -23.922  N17 1.368, C36 1.365, H116 1.076
24 C 18.663 -1.227 -19.200  C47 1.510, H91 1.088, H130 1.092, H135 1.089
25 C 14.358 -4.579 -14.374  C65 1.362, C67 1.407, H133 1.080
26 C 22.026 -8.644 -11.260  N22 1.360, C69 1.374, H80 1.076
27 C 20.314 -7.055 -20.116  O3 1.343, O13 1.333, O15 1.176
28 C 16.991 -9.675 -20.955  O9 1.470, C39 1.538, C58 1.513, H96 1.086
29 C 17.786 -4.133 -22.133  N17 1.367, C43 1.368, H88 1.078
30 C 16.441 -7.248 -16.262  O2 1.449, C61 1.526, H79 1.088, H102 1.081
31 C 12.132 -3.823 -18.662  C45 1.433, C46 1.363, H119 1.077
32 C 16.203 -11.852 -20.954  O4 1.174, O8 1.353, O9 1.333
33 C 15.577 -3.672 -12.736  N18 1.359, C67 1.371, H87 1.075
34 C 16.301 -14.444 -17.332  O7 1.438, C42 1.548, C54 1.510, H92 1.089
35 C 13.763 -5.289 -19.110  N19 1.366, C45 1.357, H78 1.073
36 C 18.365 -3.828 -24.287  C23 1.365, C43 1.427, H97 1.076
37 C 17.268 -5.736 -17.777  O2 1.346, O10 1.176, O11 1.322
38 C 13.313 -9.067 -16.408  N21 1.373, C63 1.356, H127 1.077
39 C 17.861 -10.566 -20.052  O8 1.447, C28 1.538, H84 1.091, H95 1.088
40 C 20.321 -3.221 -16.397  N20 1.372, C49 1.364, H106 1.079
41 C 12.067 -8.922 -14.567  N21 1.357, C52 1.367, H104 1.077
42 C 17.456 -14.843 -16.382  O12 1.412, C34 1.548, H121 1.092, H128 1.085
43 C 17.778 -3.209 -23.142  C29 1.368, C36 1.427, H81 1.077
44 C 20.060 -5.224 -11.494  N16 1.382, C59 1.388, H98 1.078
45 C 13.442 -4.261 -18.283  C31 1.433, C35 1.357, H115 1.075
46 C 11.706 -4.619 -19.683  N19 1.374, C31 1.363, H112 1.077
47 C 17.282 -0.960 -18.649  O6 1.448, C24 1.510, C55 1.528, H71 1.092
48 C 18.419 -6.775 -14.752  C61 1.497, H72 1.088, H77 1.093, H109 1.092
49 C 21.515 -2.758 -16.866  C40 1.364, C70 1.439, H129 1.076
50 C 21.863 -6.843 -17.072  C66 1.524, H74 1.096, H83 1.095, H131 1.087
51 C 21.166 -4.668 -9.616  N16 1.378, C57 1.373, H110 1.077
52 C 12.474 -7.654 -14.873  C41 1.367, C63 1.428, H117 1.073
53 C 22.469 -7.433 -19.583  O13 1.416, C66 1.542, H118 1.086, H123 1.094
54 C 16.417 -15.000 -18.731  C34 1.510, H101 1.098, H114 1.090, H124 1.092
55 C 16.695 -2.095 -17.812  O1 1.436, C47 1.528, H120 1.089, H134 1.086
56 C 21.419 -2.369 -14.661  N20 1.365, C70 1.359, H85 1.078
57 C 20.565 -3.529 -10.093  C51 1.373, C59 1.433, H132 1.078
58 C 16.312 -8.527 -20.242  C28 1.513, H93 1.093, H99 1.092, H126 1.092
59 C 19.796 -3.884 -11.249  C44 1.388, C57 1.433, H73 1.077
60 C 17.457 -12.599 -16.652  O7 1.341, O12 1.338, O14 1.172
61 C 17.959 -7.173 -16.120  O11 1.473, C30 1.526, C48 1.497, H75 1.088
62 C 19.869 -9.098 -11.702  C68 1.366, C69 1.443, H89 1.077
63 C 13.250 -7.756 -16.067  C38 1.356, C52 1.428, H76 1.079
64 C 16.559 -0.147 -16.642  O1 1.351, O5 1.175, O6 1.343
65 C 13.500 -4.259 -13.365  N18 1.368, C25 1.362, H105 1.073
66 C 21.839 -6.475 -18.551  O3 1.428, C50 1.524, C53 1.542, H125 1.098
67 C 15.650 -4.150 -14.019  C25 1.407, C33 1.371, H108 1.075
68 C 20.088 -9.307 -10.371  N22 1.362, C62 1.366, H86 1.074
69 C 21.097 -8.599 -12.271  C26 1.374, C62 1.443, H100 1.074
70 C 22.254 -2.277 -15.729  C49 1.439, C56 1.359, H122 1.076
71 H 16.560 -0.700 -19.426  C47 1.092
72 H 17.966 -5.832 -14.455  C48 1.088
73 H 19.121 -3.326 -11.876  C59 1.077
74 H 21.244 -7.717 -16.842  C50 1.096
75 H 18.540 -7.992 -16.539  C61 1.088
76 H 13.599 -6.901 -16.626  C63 1.079
77 H 18.133 -7.528 -14.013  C48 1.093
78 H 14.652 -5.887 -19.144  C35 1.073
79 H 15.890 -6.798 -15.439  C30 1.088
80 H 23.055 -8.328 -11.240  C26 1.076
81 H 17.394 -2.204 -23.091  C43 1.077
82 H 18.632 -6.068 -22.054  N17 1.010
83 H 21.389 -5.998 -16.563  C50 1.095
84 H 18.922 -10.531 -20.302  C39 1.091
85 H 21.486 -1.928 -13.680  C56 1.078
86 H 19.379 -9.693 -9.662  C68 1.074
87 H 16.243 -3.118 -12.099  C33 1.075
88 H 17.377 -4.137 -21.135  C29 1.078
89 H 18.948 -9.096 -12.262  C62 1.077
90 H 13.905 -3.462 -11.475  N18 1.002
91 H 19.339 -1.484 -18.388  C24 1.088
92 H 15.317 -14.698 -16.938  C34 1.089
93 H 16.967 -7.652 -20.221  C58 1.093
94 H 21.880 -9.291 -9.269  N22 1.001
95 H 17.750 -10.286 -19.007  C39 1.088
96 H 17.464 -9.338 -21.873  C28 1.086
97 H 18.483 -3.345 -25.241  C36 1.076
98 H 19.668 -5.958 -12.180  C44 1.078
99 H 15.396 -8.200 -20.740  C58 1.092
100 H 21.255 -8.320 -13.296  C69 1.074
101 H 16.618 -16.076 -18.662  C54 1.098
102 H 16.168 -8.279 -16.433  C30 1.081
103 H 12.644 -6.204 -20.671  N19 0.997
104 H 11.392 -9.182 -13.768  C41 1.077
105 H 12.435 -4.388 -13.347  C65 1.073
106 H 19.397 -3.451 -16.905  C40 1.079
107 H 19.449 -3.069 -14.475  N20 0.998
108 H 16.561 -4.173 -14.590  C67 1.075
109 H 19.495 -6.605 -14.670  C48 1.092
110 H 21.859 -4.816 -8.805  C51 1.077
111 H 21.127 -6.653 -10.319  N16 1.004
112 H 10.806 -4.646 -20.274  C46 1.077
113 H 12.350 -10.740 -15.610  N21 0.997
114 H 15.523 -14.851 -19.337  C54 1.090
115 H 14.058 -3.932 -17.466  C45 1.075
116 H 19.275 -5.869 -24.428  C23 1.076
117 H 12.201 -6.725 -14.413  C52 1.073
118 H 23.370 -7.025 -20.032  C53 1.086
119 H 11.610 -3.017 -18.173  C31 1.077
120 H 15.944 -2.629 -18.392  C55 1.089
121 H 17.017 -15.278 -15.482  C42 1.092
122 H 23.215 -1.797 -15.783  C70 1.076
123 H 22.788 -8.362 -19.101  C53 1.094
124 H 17.220 -14.599 -19.353  C54 1.092
125 H 22.399 -5.531 -18.599  C66 1.098
126 H 16.005 -8.736 -19.215  C58 1.092
127 H 13.783 -9.532 -17.258  C38 1.077
128 H 18.170 -15.540 -16.808  C42 1.085
129 H 21.798 -2.724 -17.904  C49 1.076
130 H 18.616 -2.063 -19.901  C24 1.092
131 H 22.873 -7.001 -16.703  C50 1.087
132 H 20.658 -2.537 -9.682  C57 1.078
133 H 14.115 -5.019 -15.329  C25 1.080
134 H 17.393 -2.846 -17.454  C55 1.086
135 H 19.004 -0.342 -19.736  C24 1.089

Energy relative to the best compared isomer or geometry (same formula, charge and spin) (kcal per mole): 21.1
Frontier orbital gap (Eh): 0.297
SMILES: C[C@H]1COC(=O)O1.C[C@H]1COC(=O)O1.C[C@H]1COC(=O)O1.C[C@H]1COC(=O)O1.C[C@H]1COC(=O)O1.c1cc[nH]c1.c1cc[nH]c1.c1cc[nH]c1.c1cc[nH]c1.c1cc[nH]c1.c1cc[nH]c1.c1cc[nH]c1
Total charge: 0
HOMO level (eV): -7.816